97
Properties=species:S:1:pos:R:3:lowdin_spin:R:1 method="wB97M-V/def2-TZVPD" total_energy_ev=-101432.931 orbital_gap_ev="6.14 / 3.87" s2=3.796 spin_multiplicity=4 charge=+2
P 1.33469 0.95182 -3.71062 0.41
C 2.93220 1.32003 -3.11465 0.05
C 3.73977 0.65769 -4.07093 0.06
H 3.29679 -0.16985 -4.62682 0.00
C 5.00819 1.14013 -4.30601 0.00
H 5.59837 0.66688 -5.09200 0.00
C 5.49485 2.20717 -3.53828 0.05
H 6.50475 2.57166 -3.74816 0.00
C 4.72208 2.79827 -2.52108 0.01
H 5.14950 3.61978 -1.93961 0.00
C 3.42633 2.35956 -2.27423 0.03
H 2.80449 2.78306 -1.48103 0.00
C 0.87154 -0.73837 -3.66021 0.05
C 1.57488 -1.84759 -3.10157 0.05
H 2.31663 -1.69748 -2.31212 0.00
C 1.29902 -3.11663 -3.59906 0.00
H 1.82635 -4.00026 -3.20421 0.00
C 0.36467 -3.28033 -4.63790 0.06
H 0.18452 -4.27161 -5.06850 0.00
C -0.35094 -2.18918 -5.15153 -0.01
H -1.07080 -2.29837 -5.97035 0.00
C -0.14785 -0.93047 -4.62450 0.06
H -0.68409 -0.04728 -4.97541 0.00
C 0.10945 2.19142 -3.61291 0.05
C 0.48956 2.80953 -4.82805 0.06
H 1.40641 2.44239 -5.30624 0.02
C -0.30364 3.80614 -5.35197 0.01
H -0.00505 4.24254 -6.30646 0.00
C -1.44355 4.21471 -4.63923 0.01
H -2.05194 5.01180 -5.07578 0.00
C -1.79954 3.63337 -3.40818 0.01
H -2.69675 3.99324 -2.88251 0.00
C -1.02858 2.60415 -2.86864 0.01
H -1.27389 2.16158 -1.89969 0.00
Tc -0.04593 -0.12858 1.92070 1.43
C -1.72115 -1.31209 1.34677 -0.04
C -1.96859 -1.61446 0.03403 0.07
H -2.40466 -1.74926 2.08870 0.00
C -1.10221 -0.92677 -1.02001 0.04
O -2.02111 -0.15684 -1.85344 0.02
H -1.62253 0.27089 -2.64500 0.00
C -0.24176 -0.21034 -0.12605 0.18
H -0.64956 -1.70797 -1.64502 0.01
C 0.60250 0.63271 0.44276 0.02
Cl 1.87192 1.20023 2.81543 0.06
P -1.43559 1.78194 2.30611 0.02
P 1.44256 -1.95949 2.03629 0.03
C -0.91607 2.88877 3.64665 0.00
H 0.10523 3.23556 3.43600 0.00
H -0.91447 2.35951 4.60837 0.00
H -1.63495 3.72192 3.65932 0.00
C -1.52467 2.92942 0.88641 0.00
H -2.19026 2.51870 0.11480 0.00
H -0.52583 3.07876 0.45457 0.00
H -1.91898 3.88756 1.25218 0.00
C -3.18582 1.40963 2.60765 0.01
H -3.28576 0.71509 3.45296 0.00
H -3.61369 0.95349 1.70194 0.00
H -3.68747 2.36476 2.82731 0.00
C 2.35845 -2.19080 3.57825 0.00
H 1.65696 -2.41845 4.39455 0.00
H 2.91532 -1.26889 3.79936 0.00
H 3.04874 -3.02980 3.40168 0.00
C 0.67837 -3.57047 1.69168 0.01
H 0.29716 -3.58667 0.66049 0.00
H -0.15470 -3.74632 2.38521 0.00
H 1.45520 -4.33642 1.82506 0.00
C 2.76859 -1.86289 0.79003 0.01
H 3.15465 -0.83676 0.72572 0.00
H 2.38365 -2.17831 -0.18848 0.00
H 3.56258 -2.54600 1.11996 0.00
P -3.33480 -2.66971 -0.50744 0.01
C -3.97474 -3.66081 0.85213 0.00
C -2.69621 -3.74979 -1.80113 0.00
H -4.37086 -3.02039 1.65017 0.00
H -3.18300 -4.28611 1.28364 0.00
H -4.78675 -4.33166 0.53520 0.00
H -2.34824 -3.13523 -2.64057 0.00
H -3.45862 -4.45698 -2.16292 0.00
H -1.84332 -4.31286 -1.39943 0.00
C -4.65380 -1.65061 -1.18469 0.00
H -4.96778 -0.92410 -0.42462 0.00
H -5.52542 -2.24053 -1.50698 0.00
H -4.23553 -1.10162 -2.03590 0.00
H 1.27477 1.20272 -0.20004 0.00
Te -0.78980 -0.77312 4.54951 0.08
C 0.24679 0.41846 5.95404 0.01
C -0.57780 1.22589 6.76535 0.00
C -0.00125 1.90923 7.83946 0.00
C 1.36353 1.74992 8.11735 0.00
C 2.16465 0.90403 7.33614 0.00
C 1.61022 0.23028 6.24206 0.00
H -1.64407 1.28655 6.53315 0.00
H -0.62559 2.56276 8.44942 0.00
H 1.80690 2.28657 8.95427 0.00
H 3.22220 0.76327 7.56815 0.00
H 2.19395 -0.43700 5.60919 0.00